Below is a molecular structure, C14H22Br15O2S2, with properties calculated with ωB97M-V/def2-TZVPD.

Geometry as XYZ:
```
55
C14H22Br15O2S2 (ωB97M-V/def2-TZVPD)
C 1.978 2.696 -2.261
C 1.758 1.744 -3.167
S 1.599 0.099 -2.571
S 1.847 -1.085 -4.208
C -0.135 -0.002 -2.004
C -0.868 -1.309 -2.277
C -2.381 -1.077 -2.113
C -2.743 -0.423 -0.776
C -4.249 -0.409 -0.500
O -5.044 -0.315 -1.689
C -5.174 0.919 -2.211
C -6.265 0.985 -3.231
O -4.471 1.835 -1.866
H 2.060 2.472 -1.202
H 2.065 3.724 -2.591
H 1.640 1.899 -4.233
H 2.802 -1.803 -3.602
H -0.036 0.168 -0.928
H -0.659 0.843 -2.460
H -0.674 -1.659 -3.292
H -0.550 -2.083 -1.571
H -2.703 -0.417 -2.926
H -2.906 -2.027 -2.229
H -2.402 0.615 -0.760
H -2.257 -0.966 0.044
H -4.480 0.438 0.149
H -4.578 -1.320 0.004
H -6.319 0.054 -3.796
H -7.218 1.124 -2.714
H -6.081 1.821 -3.904
C -1.301 1.297 2.486
Br -0.131 2.031 1.141
Br -3.129 1.778 2.166
Br -1.070 -0.602 2.630
H -1.005 1.730 3.432
C 5.283 4.353 0.092
Br 6.082 5.819 1.028
Br 3.775 3.642 1.060
Br 4.800 4.854 -1.709
H 6.021 3.569 0.018
C 3.368 -0.490 2.138
Br 2.632 -0.312 0.352
Br 2.532 0.665 3.422
Br 3.316 -2.323 2.693
H 4.403 -0.192 2.058
C 3.406 -6.398 1.387
Br 1.870 -5.743 0.429
Br 5.035 -6.046 0.434
Br 3.467 -5.687 3.171
H 3.301 -7.470 1.472
C 0.672 -0.211 7.091
Br 2.408 -0.302 7.898
Br 0.440 1.455 6.142
Br 0.331 -1.734 5.970
H -0.062 -0.222 7.884
```

calculated total energy = -1091268.9630 eV
E_HOMO = -12.05 eV
HOMO-LUMO gap = 8.5 eV
lowest unoccupied orbital energy = -3.50 eV
charge = +1